Entry 1:
Formula: C2H6S
Source: OMol25
Level of theory: ωB97M-V/def2-TZVPD

Calculated values
ΔE to the lowest compared entry with this formula, charge and spin: 278.1 kJ/mol
Kohn-Sham gap: 8.51 eV

Last column: natural (NBO) charge in e.
Geometry (Å):
C: -1.167 -1.240 -0.104  -0.607
S: 0.408 -1.287 0.221  0.190
C: 0.834 1.053 0.053  -0.892
H: -1.605 -1.570 -1.042  0.203
H: -1.775 -1.311 0.825  0.194
H: 1.875 0.918 0.378  0.229
H: 0.685 0.823 -1.010  0.224
H: 0.685 2.136 0.023  0.226
H: 0.059 0.479 0.657  0.232

=====

Entry 2:
Formula: C2H6S
Source: OMol25
Level of theory: ωB97M-V/def2-TZVPD

Calculated values
ΔE to the lowest compared entry with this formula, charge and spin: 352.9 kJ/mol
Kohn-Sham gap: 7.71 eV

Last column: natural (NBO) charge in e.
Geometry (Å):
C: -1.578 -0.666 -0.091  -0.640
C: -0.641 0.522 0.066  -0.477
S: 1.208 0.003 0.085  -0.051
H: -1.680 -1.391 0.742  0.211
H: -1.175 -1.468 -0.822  0.216
H: -2.535 -0.418 -0.296  0.213
H: -0.722 1.088 -0.854  0.198
H: -0.855 1.186 0.934  0.215
H: 0.947 1.810 -0.923  0.117

=====

Entry 3:
Formula: C2H6S2
Source: OMol25
Level of theory: ωB97M-V/def2-TZVPD

Calculated values
ΔE to the lowest compared entry with this formula, charge and spin: 445.3 kJ/mol
Kohn-Sham gap: 8.76 eV

Last column: natural (NBO) charge in e.
Geometry (Å):
C: -0.177 0.420 1.047  -0.520
C: 0.123 0.898 -0.324  -0.505
H: -0.096 -1.695 -1.926  0.137
H: -0.229 -2.171 -0.041  0.129
H: 0.382 -0.431 1.426  0.223
H: -1.204 0.484 1.397  0.234
H: 0.892 0.379 -0.893  0.212
H: -0.697 1.290 -0.919  0.238
S: 0.280 -1.156 -0.755  -0.223
S: 0.726 1.982 0.988  0.075

=====

Among the records above, which one has the highest ΔE to the lowest compared entry with this formula, charge and spin?
C2H6S2

=====

Kohn-Sham gap of number 1 (C2H6S)?
8.51 eV

=====

Copy entry 1 word for word.
Formula: C2H6S
Source: OMol25
Level of theory: ωB97M-V/def2-TZVPD

Calculated values
ΔE to the lowest compared entry with this formula, charge and spin: 278.1 kJ/mol
Kohn-Sham gap: 8.51 eV

Last column: natural (NBO) charge in e.
Geometry (Å):
C: -1.167 -1.240 -0.104  -0.607
S: 0.408 -1.287 0.221  0.190
C: 0.834 1.053 0.053  -0.892
H: -1.605 -1.570 -1.042  0.203
H: -1.775 -1.311 0.825  0.194
H: 1.875 0.918 0.378  0.229
H: 0.685 0.823 -1.010  0.224
H: 0.685 2.136 0.023  0.226
H: 0.059 0.479 0.657  0.232